1.
Here is a single C6H9N molecule at a distorted geometry from the OMol25 dataset. Energies are from ωB97M-V/def2-TZVPD.

XYZ file:
```
16
Properties=species:S:1:pos:R:3
C 1.461 -0.886 -1.342
C 0.348 -0.508 -0.395
C -0.669 -1.363 -0.039
N -1.484 -0.691 0.834
C -1.029 0.599 0.977
C 0.113 0.741 0.249
C 0.890 1.970 -0.072
H 1.986 0.004 -1.670
H 2.136 -1.631 -0.928
H 0.997 -1.322 -2.225
H -1.022 -2.170 -0.669
H -2.471 -0.866 0.913
H -1.642 1.248 1.578
H 1.925 1.817 0.250
H 0.551 2.894 0.394
H 0.964 2.107 -1.155
```

Calculated values
structure (SMILES)	Cc1c[nH]cc1C
energy above the lowest of the compared OMol25 structures with the same formula, charge and spin	51.5	kJ/mol
HOMO	-8.0	eV
orbital gap	9.074	eV
multiplicity	1

2.
Here is 8 unconnected molecules or ions with the total composition C36H84F6N2O17P at a distorted geometry from the OMol25 dataset. Energies are from ωB97M-V/def2-TZVPD.

XYZ file:
```
146
Properties=species:S:1:pos:R:3
P -13.450 -22.623 -15.700
F -14.181 -21.594 -16.780
F -13.682 -21.501 -14.493
F -14.931 -23.184 -15.548
F -12.742 -23.641 -14.725
F -13.233 -23.780 -16.870
F -11.976 -21.993 -16.072
C -11.720 -21.136 -11.870
O -10.771 -22.140 -12.071
C -11.030 -23.369 -11.496
C -10.011 -24.477 -11.664
O -8.784 -24.238 -10.939
C -7.924 -23.294 -11.481
C -7.393 -23.738 -12.886
O -6.911 -25.006 -12.962
C -5.625 -25.212 -12.264
H -11.700 -20.838 -10.821
H -12.731 -21.415 -12.168
H -11.774 -20.193 -12.413
H -11.936 -23.731 -11.982
H -11.300 -23.145 -10.464
H -9.871 -24.716 -12.718
H -10.488 -25.349 -11.217
H -6.965 -23.235 -10.965
H -8.386 -22.308 -11.428
H -6.676 -23.012 -13.270
H -8.251 -23.657 -13.553
H -5.817 -25.215 -11.191
H -5.016 -24.313 -12.361
H -5.066 -26.138 -12.396
C -11.743 -27.069 -13.345
O -12.793 -27.447 -12.493
C -13.935 -26.627 -12.682
C -15.156 -27.248 -12.068
O -15.493 -28.433 -12.816
C -14.951 -29.705 -12.398
C -15.647 -30.787 -13.271
O -17.103 -30.873 -13.058
C -17.830 -29.908 -13.732
H -10.853 -27.406 -12.814
H -11.773 -26.045 -13.715
H -11.906 -27.565 -14.301
H -14.090 -26.412 -13.739
H -13.670 -25.692 -12.189
H -15.955 -26.508 -12.048
H -14.935 -27.340 -11.004
H -15.228 -29.796 -11.347
H -13.865 -29.792 -12.379
H -15.338 -31.731 -12.822
H -15.315 -30.852 -14.307
H -17.349 -29.874 -14.709
H -17.860 -28.889 -13.348
H -18.837 -30.325 -13.709
C -7.399 -19.681 -17.453
O -7.027 -20.792 -16.715
C -7.532 -20.939 -15.393
C -7.015 -19.747 -14.546
O -7.622 -19.766 -13.198
C -8.999 -19.725 -13.004
C -9.635 -18.401 -13.559
O -9.801 -18.483 -14.983
C -11.126 -18.896 -15.336
H -6.727 -18.850 -17.240
H -8.351 -19.258 -17.133
H -7.421 -19.734 -18.542
H -7.201 -21.898 -14.995
H -8.620 -20.977 -15.445
H -7.299 -18.778 -14.957
H -5.935 -19.631 -14.457
H -9.212 -19.906 -11.950
H -9.601 -20.399 -13.614
H -9.076 -17.520 -13.245
H -10.537 -18.162 -12.996
H -11.918 -18.286 -14.901
H -11.277 -19.949 -15.099
H -11.256 -18.762 -16.410
C -18.825 -22.594 -11.657
O -17.480 -22.525 -11.375
C -16.662 -23.456 -12.108
C -15.151 -23.080 -11.879
O -14.697 -23.305 -10.531
C -15.576 -22.891 -9.428
C -14.758 -22.918 -8.111
O -13.509 -22.184 -8.010
C -13.679 -20.726 -8.094
H -19.197 -23.619 -11.666
H -18.949 -22.113 -12.627
H -19.413 -22.003 -10.955
H -16.858 -23.322 -13.172
H -16.972 -24.468 -11.848
H -14.994 -22.073 -12.268
H -14.604 -23.562 -12.690
H -16.421 -23.577 -9.383
H -16.047 -21.924 -9.606
H -14.628 -24.000 -8.085
H -15.418 -22.646 -7.287
H -14.660 -20.378 -7.772
H -13.644 -20.446 -9.147
H -12.946 -20.054 -7.647
C -16.731 -19.456 -13.071
O -18.131 -19.033 -13.261
C -18.474 -18.790 -14.571
C -18.534 -19.971 -15.511
O -19.254 -21.064 -14.853
C -19.651 -22.127 -15.617
C -18.475 -22.940 -16.260
O -17.941 -22.234 -17.471
C -17.299 -23.241 -18.243
H -16.464 -19.477 -12.015
H -16.175 -18.590 -13.432
H -16.495 -20.375 -13.607
H -17.750 -18.054 -14.920
H -19.468 -18.382 -14.392
H -17.526 -20.178 -15.871
H -19.043 -19.487 -16.344
H -20.277 -21.805 -16.449
H -20.100 -22.719 -14.819
H -18.835 -23.921 -16.570
H -17.634 -22.949 -15.567
H -17.948 -24.051 -18.575
H -16.441 -23.640 -17.704
H -16.981 -22.712 -19.142
C -9.298 -25.760 -18.513
O -9.766 -25.016 -19.360
N -9.334 -25.383 -17.171
C -10.209 -24.272 -16.677
C -8.239 -25.806 -16.222
H -8.920 -26.781 -18.678
H -10.759 -23.761 -17.468
H -9.552 -23.549 -16.193
H -10.979 -24.589 -15.975
H -8.691 -26.300 -15.362
H -7.430 -26.364 -16.693
H -7.831 -24.858 -15.872
C -12.461 -21.958 -19.284
O -11.540 -22.701 -19.615
N -12.520 -20.645 -19.482
C -13.567 -19.788 -18.994
C -11.501 -19.787 -19.998
H -13.414 -22.290 -18.844
H -13.890 -19.177 -19.837
H -13.264 -19.252 -18.094
H -14.439 -20.424 -18.841
H -10.649 -20.380 -20.331
H -11.817 -19.238 -20.885
H -11.196 -18.999 -19.308
```

Calculated values
<S²>	0.77
energy above the lowest of the compared OMol25 structures with the same formula, charge and spin	90.8	kJ/mol
HOMO (alpha / beta)	-9.0 / -9.0	eV
orbital gap (alpha / beta)	8.129 / 3.796	eV
multiplicity	2

3.
Here is 2 unconnected molecules or ions with the total composition CH2INO from the OMol25 dataset. Energies are from ωB97M-V/def2-TZVPD.

XYZ file:
```
6
Properties=species:S:1:pos:R:3
C 1.321 -0.061 -0.637
N 0.624 0.613 -0.040
O -2.079 -1.500 -0.043
I -2.654 0.230 -0.085
H 1.987 -0.679 -1.178
H -1.275 0.974 0.287
```

Calculated values
energy above the lowest of the compared OMol25 structures with the same formula, charge and spin	469.4	kJ/mol
HOMO	-8.6	eV
orbital gap	8.779	eV
multiplicity	1